Entry 1:
This record from the OMol25 dataset describes C46H49LuN2O5P3S6Sb as an isolated structure. The level of theory is ωB97M-V/def2-TZVPD.

```
113
Properties=species:S:1:pos:R:3
Lu -1.48 -1.06 -0.74
S -3.91 -5.39 3.09
Sb -4.29 -5.24 0.81
S -1.02 -4.01 -1.60
S -2.74 -2.96 -2.03
S -6.55 -5.27 0.47
C 5.91 0.84 3.87
S 5.41 -0.89 3.72
C 3.70 -0.59 3.18
C 3.08 -1.87 2.65
C 1.64 -1.66 2.14
N 1.44 -0.44 1.32
P 1.54 -0.86 -0.87
C 3.33 -0.47 -0.60
C 4.32 -1.43 -0.40
C 5.64 -1.06 -0.17
C 6.00 0.28 -0.13
C 5.03 1.25 -0.36
C 3.71 0.87 -0.60
C 1.48 -2.65 -1.23
C 2.05 -3.95 -0.83
C 2.10 -4.94 -1.73
C 1.67 -4.89 -3.14
C 1.10 -3.88 -3.81
C 0.73 -2.53 -3.23
P -0.07 0.16 1.78
C 0.30 0.80 3.50
C 1.29 1.77 3.69
C 1.58 2.24 4.96
C 0.90 1.75 6.07
C -0.07 0.77 5.90
C -0.36 0.30 4.62
C -0.35 1.84 1.07
C -1.61 2.29 1.19
C -2.11 3.55 0.55
C -1.00 4.47 -0.03
C 0.40 3.93 0.04
C 0.68 2.71 0.47
H 6.94 0.86 4.23
H 5.27 1.37 4.57
H 5.86 1.32 2.89
H 3.72 0.15 2.38
H 3.13 -0.20 4.03
H 3.04 -2.63 3.44
H 3.71 -2.25 1.85
H 0.99 -1.65 3.02
H 1.36 -2.55 1.57
H 4.08 -2.48 -0.44
H 6.39 -1.82 -0.01
H 7.03 0.57 0.07
H 5.29 2.30 -0.35
H 2.97 1.63 -0.81
H 2.42 -4.11 0.18
H 2.50 -5.90 -1.40
H 1.84 -5.81 -3.69
H 0.85 -4.06 -4.85
H 0.13 -1.93 -3.91
H 1.83 2.15 2.84
H 2.35 3.00 5.09
H 1.14 2.11 7.06
H -0.59 0.37 6.76
H -1.11 -0.47 4.50
H -2.35 1.67 1.70
H -2.82 4.07 1.20
H -1.03 5.50 0.33
H 1.19 4.57 -0.34
H 1.69 2.33 0.46
O -0.80 0.46 -4.81
C -1.28 0.57 -3.70
O -1.14 -0.25 -2.72
C -2.16 1.79 -3.33
P -2.47 1.62 -1.53
C -4.12 0.77 -1.60
C -4.37 -0.15 -2.62
C -5.49 -0.98 -2.57
C -6.38 -0.90 -1.51
C -6.14 0.01 -0.49
C -5.02 0.83 -0.53
C -2.74 3.37 -0.92
C -4.14 3.88 -1.08
C -4.41 5.08 -1.59
C -3.36 5.98 -2.09
C -2.08 5.62 -2.06
C -1.61 4.34 -1.45
H -3.08 1.77 -3.90
H -1.62 2.70 -3.59
H -3.69 -0.27 -3.45
H -5.64 -1.71 -3.35
H -7.21 -1.58 -1.45
H -6.80 0.05 0.37
H -4.82 1.48 0.31
H -4.95 3.25 -0.75
H -5.44 5.40 -1.67
H -3.65 6.93 -2.53
H -1.31 6.28 -2.47
H -0.90 3.85 -2.12
C -3.45 -1.77 2.97
S -3.13 -1.85 1.27
O -4.31 -2.47 0.69
O -1.82 -2.50 1.01
O -2.93 -0.43 0.78
H -3.46 -2.81 3.33
H -4.44 -1.31 3.07
H -2.68 -1.17 3.44
C 3.19 -1.73 -4.69
C 3.29 -2.05 -3.20
C 1.94 -1.90 -2.52
N 0.11 -2.71 -1.89
H 4.18 -1.76 -5.15
H 2.76 -0.74 -4.84
H 2.55 -2.45 -5.22
H 4.02 -1.37 -2.77
H 3.69 -3.06 -3.06
```

The calculation puts the total energy at -7157.025330 a.u. Its total charge is -2. The energy above the lowest of the compared OMol25 structures with the same formula, charge and spin is 143.7 kcal per mole.

---

Entry 2:
This record from the OMol25 dataset describes C24H43F5OP2TeTl as an isolated structure. The level of theory is ωB97M-V/def2-TZVPD.

```
77
Properties=species:S:1:pos:R:3
Tl -0.69 -1.26 -2.49
C 2.56 -0.50 -0.07
C 2.34 0.60 0.82
C 1.44 -1.28 1.79
C 2.00 -1.66 0.55
C 1.64 0.12 1.96
C 3.28 -0.48 -1.35
H 3.48 0.54 -1.67
H 2.71 -0.98 -2.14
H 4.24 -1.00 -1.27
C 2.04 -3.03 0.00
H 2.35 -3.03 -1.05
H 1.06 -3.52 0.08
H 2.76 -3.64 0.57
C 0.81 -2.19 2.77
H 1.55 -2.85 3.23
H 0.05 -2.82 2.28
H 0.32 -1.61 3.57
C 1.21 0.91 3.13
H 1.81 0.66 4.02
H 0.16 0.69 3.38
H 1.31 1.98 2.94
C 2.80 1.98 0.61
H 3.75 2.18 1.13
H 2.07 2.71 0.99
H 2.96 2.20 -0.46
C -2.79 3.65 -5.26
C -1.50 4.03 -5.32
C -0.98 5.41 -5.10
C -1.67 6.22 -3.99
C -2.07 5.43 -2.78
C -3.30 4.93 -2.55
C -4.40 4.75 -3.55
C -3.97 4.56 -5.02
H -1.03 5.99 -6.04
H -2.54 6.74 -4.42
H 0.09 5.31 -4.88
H -3.83 5.54 -5.49
H -3.07 2.64 -5.57
H -0.72 3.37 -5.73
H -4.84 4.10 -5.53
H -4.99 3.88 -3.24
H -3.63 4.80 -1.50
H -5.10 5.60 -3.50
H -0.96 6.99 -3.67
H -1.32 5.40 -1.98
P -0.89 1.38 -2.69
P -1.88 1.24 0.63
C -2.47 2.08 -2.08
C -3.07 1.47 -0.80
H -3.20 2.02 -2.91
H -2.29 3.15 -1.91
H -3.87 2.13 -0.42
H -3.49 0.47 -1.03
C -3.08 0.61 1.85
H -2.69 0.78 2.86
H -3.20 -0.47 1.70
H -4.04 1.13 1.72
C -1.78 2.98 1.20
H -2.78 3.45 1.23
H -1.11 3.56 0.55
H -1.34 2.97 2.20
C -1.13 0.95 -4.47
H -0.31 0.29 -4.80
H -1.09 1.83 -5.12
H -2.08 0.44 -4.64
C 0.31 2.74 -2.64
H 0.53 3.01 -1.60
H -0.11 3.61 -3.17
H 1.25 2.43 -3.12
F -3.95 -2.40 -0.61
Te -2.36 -3.17 0.12
F -0.86 -4.11 0.88
F -3.29 -4.83 0.20
F -2.97 -2.72 1.87
F -1.80 -3.73 -1.67
O -1.44 -1.58 -0.08
```

The calculation puts the total energy at -2637.726631 a.u. Its total charge is +1. The energy above the lowest of the compared OMol25 structures with the same formula, charge and spin is 0.0 kcal per mole.

---

Entry 3:
This record from the OMol25 dataset describes one molecule with the formula CH2FPS2. The level of theory is ωB97M-V/def2-TZVPD.

```
7
Properties=species:S:1:pos:R:3
C 0.44 -0.16 -1.41
F 1.15 -0.27 -2.50
P -0.41 0.16 0.89
S 0.80 -1.31 -0.21
S 0.69 1.57 1.63
H -1.37 0.40 -0.23
H -1.31 -0.39 1.84
```

The calculation puts the total energy at -1276.786013 a.u. The energy above the lowest of the compared OMol25 structures with the same formula, charge and spin is 51.9 kcal per mole.

---

Entry 4:
This record from the OMol25 dataset describes C50H55CdN2OP2S2Si as an isolated structure. The level of theory is ωB97M-V/def2-TZVPD.

```
114
Properties=species:S:1:pos:R:3
Cd -9.19 -19.86 1.69
S -11.96 -19.34 1.95
P -11.86 -21.11 3.04
C -10.16 -21.44 3.03
P -9.13 -22.77 3.19
S -8.72 -23.71 1.52
C -9.81 -23.76 4.48
C -9.64 -23.24 5.79
C -9.92 -24.07 6.87
C -10.39 -25.36 6.68
C -10.61 -25.82 5.38
C -10.24 -25.08 4.27
C -7.35 -22.28 3.51
C -7.04 -21.07 4.16
C -5.84 -20.94 4.82
C -4.89 -22.00 4.87
C -5.14 -23.12 4.11
C -6.37 -23.28 3.40
C -12.89 -22.47 2.36
C -13.51 -22.19 1.16
C -14.60 -22.96 0.77
C -15.00 -24.07 1.50
C -14.26 -24.45 2.61
C -13.22 -23.62 3.08
C -12.64 -20.94 4.72
C -11.78 -20.68 5.81
C -12.27 -20.86 7.09
C -13.58 -21.29 7.29
C -14.46 -21.33 6.25
C -13.98 -21.22 4.93
H -9.26 -22.23 5.90
H -9.90 -23.66 7.87
H -10.35 -26.13 7.48
H -11.03 -26.84 5.30
H -10.42 -25.39 3.22
H -7.85 -20.33 4.15
H -5.62 -20.04 5.33
H -3.96 -21.86 5.42
H -4.43 -23.88 4.01
H -6.55 -24.18 2.75
H -13.10 -21.40 0.52
H -15.21 -22.64 -0.04
H -15.80 -24.74 1.16
H -14.47 -25.36 3.13
H -12.75 -23.77 4.06
H -10.80 -20.29 5.67
H -11.56 -20.69 7.90
H -13.87 -21.63 8.28
H -15.53 -21.42 6.42
H -14.68 -21.38 4.10
C -7.55 -20.51 0.30
Si -6.40 -19.55 -0.72
C -7.13 -18.75 -2.26
N -8.55 -18.45 -2.20
C -8.93 -17.15 -1.61
C -10.37 -16.78 -1.86
C -11.34 -17.93 -1.63
C -10.85 -19.25 -2.28
C -9.50 -19.17 -2.97
C -5.40 -18.27 0.22
C -5.24 -18.38 1.60
C -4.72 -17.30 2.33
C -4.18 -16.18 1.71
C -4.10 -16.16 0.31
C -4.72 -17.17 -0.40
C -5.18 -20.67 -1.61
C -5.63 -21.86 -2.23
C -4.73 -22.59 -2.95
C -3.33 -22.26 -2.97
C -2.86 -21.15 -2.30
C -3.82 -20.39 -1.56
H -6.99 -21.21 0.97
H -8.20 -21.15 -0.34
H -7.02 -19.50 -3.10
H -6.57 -17.81 -2.48
H -8.33 -16.33 -1.97
H -8.78 -17.19 -0.53
H -10.49 -16.40 -2.86
H -10.65 -15.95 -1.18
H -12.36 -17.65 -1.99
H -11.52 -18.00 -0.54
H -11.54 -19.59 -3.02
H -10.71 -19.98 -1.47
H -9.72 -18.70 -3.96
H -9.18 -20.22 -3.09
H -5.42 -19.31 2.20
H -4.69 -17.32 3.43
H -3.71 -15.36 2.24
H -3.57 -15.40 -0.26
H -4.69 -17.12 -1.51
H -6.67 -22.17 -2.17
H -5.06 -23.45 -3.56
H -2.67 -22.90 -3.57
H -1.84 -20.81 -2.25
H -3.47 -19.49 -1.06
O -8.79 -17.53 1.79
C -8.89 -16.63 2.65
C -10.17 -15.87 2.82
C -10.21 -14.38 2.49
C -9.60 -13.49 3.63
C -8.11 -13.78 3.85
C -7.80 -15.19 4.37
N -7.83 -16.28 3.38
H -10.43 -15.93 3.88
H -10.92 -16.45 2.28
H -11.27 -14.21 2.34
H -9.76 -14.22 1.50
H -10.11 -13.67 4.58
H -9.78 -12.44 3.43
H -7.62 -13.02 4.49
H -7.60 -13.69 2.89
H -6.80 -15.19 4.86
H -8.50 -15.39 5.24
H -7.09 -16.95 3.34
```

The calculation puts the total energy at -4059.379152 a.u. Its total charge is -1. The energy above the lowest of the compared OMol25 structures with the same formula, charge and spin is 0.0 kcal per mole.

---

Entry 5:
This record from the OMol25 dataset describes C39H54F6InN6O7P3S2 as an isolated structure. The level of theory is ωB97M-V/def2-TZVPD.

```
118
Properties=species:S:1:pos:R:3
In 1.04 -0.32 0.26
O 1.67 -1.45 4.25
C 1.87 -1.54 3.05
O 0.97 -1.16 2.18
C 3.14 -2.17 2.54
C 3.60 -3.27 3.26
C 4.74 -3.94 2.90
C 5.47 -3.50 1.80
C 5.03 -2.39 1.09
C 3.86 -1.71 1.44
S 3.50 -0.28 0.45
H 3.02 -3.58 4.13
H 5.08 -4.80 3.46
H 6.38 -4.00 1.50
H 5.60 -2.04 0.24
C -1.74 -0.73 3.79
P -1.86 -1.29 2.04
C -3.65 -0.94 1.71
N -4.61 -1.47 2.44
C -5.89 -1.36 2.00
C -6.93 -1.94 2.75
C -8.21 -1.90 2.27
C -8.50 -1.28 1.03
C -7.51 -0.71 0.29
C -6.18 -0.73 0.77
N -5.20 -0.08 0.09
C -3.99 -0.16 0.56
P -2.77 0.99 -0.19
C -3.39 1.24 -1.88
C -3.14 2.58 0.74
C -4.61 2.96 0.63
C -2.29 3.74 0.19
C -2.76 2.35 2.21
C -1.96 -3.18 2.22
C -2.56 -3.65 3.55
C -2.80 -3.74 1.06
C -0.53 -3.73 2.13
H -2.59 -1.07 4.38
H -1.68 0.35 3.82
H -0.80 -1.13 4.20
H -6.69 -2.42 3.69
H -9.02 -2.35 2.84
H -9.52 -1.27 0.67
H -7.70 -0.22 -0.65
H -4.46 1.41 -1.87
H -3.17 0.33 -2.43
H -2.86 2.07 -2.33
H -4.91 3.16 -0.40
H -4.77 3.88 1.20
H -5.27 2.20 1.04
H -2.44 3.89 -0.88
H -1.23 3.59 0.37
H -2.60 4.65 0.71
H -3.39 1.59 2.68
H -2.91 3.29 2.76
H -1.72 2.06 2.31
H -3.57 -3.27 3.70
H -1.94 -3.37 4.40
H -2.61 -4.75 3.53
H -3.86 -3.63 1.25
H -2.59 -4.81 0.95
H -2.57 -3.25 0.11
H 0.06 -3.42 3.00
H -0.01 -3.40 1.23
H -0.58 -4.82 2.12
O -0.53 1.90 -1.33
C -0.65 1.00 -0.60
F -0.85 -4.52 -1.03
C -0.93 -3.86 -2.18
F -2.15 -4.05 -2.70
F -0.03 -4.38 -3.02
S -0.62 -2.05 -1.97
O -0.31 -1.60 -3.29
O 0.52 -2.05 -1.03
O -1.84 -1.53 -1.38
F 2.24 6.31 3.31
C 2.14 5.19 4.03
F 1.24 5.40 5.01
F 3.33 4.99 4.63
C 1.76 4.00 3.19
C 1.39 2.81 3.81
C 1.06 1.73 3.02
N 1.08 1.79 1.68
C 1.44 2.93 1.10
C 1.79 4.06 1.81
H 1.36 2.73 4.89
H 0.79 0.77 3.45
H 1.45 2.93 0.01
H 2.08 4.97 1.29
C 0.62 1.29 -4.53
N 1.96 0.75 -4.47
C 2.72 0.84 -5.70
P 2.64 0.15 -3.09
O 1.73 0.44 -1.94
N 3.02 -1.41 -3.46
C 2.39 -2.17 -4.52
C 3.77 -2.24 -2.52
N 4.12 0.83 -2.79
C 4.21 2.04 -1.99
C 5.35 0.51 -3.49
H 0.03 0.77 -5.29
H 0.64 2.36 -4.79
H 0.13 1.18 -3.57
H 2.15 0.40 -6.53
H 3.66 0.28 -5.61
H 2.96 1.88 -5.95
H 1.74 -1.54 -5.12
H 1.78 -2.98 -4.11
H 3.16 -2.61 -5.16
H 4.24 -1.63 -1.76
H 4.53 -2.81 -3.07
H 3.10 -2.95 -2.01
H 3.29 2.18 -1.44
H 4.39 2.92 -2.62
H 5.03 1.94 -1.27
H 5.24 -0.43 -4.04
H 6.16 0.40 -2.77
H 5.63 1.30 -4.20
```

The calculation puts the total energy at -4983.709860 a.u. The energy above the lowest of the compared OMol25 structures with the same formula, charge and spin is 0.0 kcal per mole.

---

Entry 6:
This record from the OMol25 dataset describes a 2-piece molecular cluster, C5H10O2 overall. The level of theory is ωB97M-V/def2-TZVPD.

```
17
Properties=species:S:1:pos:R:3
C -2.37 -1.25 1.07
C 1.52 -0.71 -1.68
C 0.53 0.14 -1.15
O 0.34 1.35 -1.61
C -0.69 -0.61 -0.63
C -1.02 -0.74 0.66
H -2.32 -1.71 2.05
H -3.11 -0.46 1.22
H -2.73 -2.00 0.36
H 2.25 -0.19 -2.30
H 1.34 -1.77 -1.82
H -0.63 1.47 -1.64
H -1.38 -0.68 -1.46
H -0.40 -0.43 1.49
H 0.93 1.86 2.85
H 1.34 0.50 2.36
O 1.69 1.38 2.50
```

Its expectation value of S² is 0.76. The calculation puts the total energy at -346.592695 a.u. Its total charge is +1. The energy above the lowest of the compared OMol25 structures with the same formula, charge and spin is 42.3 kcal per mole. As for the spin multiplicity: 2.